# 1
{
  "formula": "C8H15N2O2S2",
  "method": "wB97M-V/def2-TZVPD",
  "total_charge": 1,
  "homo_lumo_gap_ev": [5.72, 5.72],
  "homo_ha": [-0.386, -0.386],
  "e_above_lowest_kcal_mol": 98.1,
  "e_tot_ha": -1369.7576,
  "elements": ["C", "C", "C", "C", "C", "C", "C", "C", "N", "N", "O", "O", "S", "S", "H", "H", "H", "H", "H", "H", "H", "H", "H", "H", "H", "H", "H", "H", "H"],
  "xyz": [[4.466, 1.171, 1.584], [3.340, 1.073, 0.913], [1.058, -1.948, 1.018], [2.003, 1.182, 1.495], [-0.043, 0.843, 0.147], [-1.058, -0.608, -2.412], [-3.170, 0.802, -2.454], [-1.994, 0.300, -1.627], [0.929, 1.260, 0.762], [1.228, -1.820, 2.328], [-1.619, -0.897, 0.711], [-4.061, -0.290, 0.378], [-1.077, 1.689, -0.829], [-2.727, -0.957, -0.248], [5.484, 0.963, 1.170], [4.364, 1.708, 2.623], [3.332, 0.717, -0.153], [1.939, -1.990, 0.345], [1.915, 1.537, 2.512], [-1.503, -1.618, -2.550], [-0.674, -0.157, -3.324], [-0.202, -0.728, -1.674], [-2.982, 1.939, -2.885], [-3.358, 0.176, -3.327], [-4.119, 0.867, -1.925], [2.077, -1.814, 2.785], [0.395, -1.902, 3.018], [-3.992, 0.361, 0.996], [0.050, -1.861, 0.622]]
}



# 2
{
  "formula": "C8H15N3O",
  "method": "wB97M-V/def2-TZVPD",
  "homo_lumo_gap_ev": 9.43,
  "smiles": "[H]/N=C(\\N)ON=C.C=C/C(C)=C\\C",
  "homo_ha": -0.322,
  "e_above_lowest_kcal_mol": 69.1,
  "e_tot_ha": -553.2025,
  "elements": ["H", "N", "C", "N", "O", "N", "C", "H", "H", "H", "H", "C", "C", "C", "C", "C", "C", "H", "H", "H", "H", "H", "H", "H", "H", "H", "H"],
  "xyz": [[3.152, 2.706, -0.057], [3.543, 1.795, -0.306], [2.705, 0.876, -0.036], [1.446, 0.908, 0.434], [3.126, -0.456, -0.226], [4.516, -0.423, -0.093], [4.932, -1.483, 0.476], [1.200, 0.295, 1.186], [1.179, 1.880, 0.656], [5.983, -1.602, 0.773], [4.228, -2.323, 0.529], [-3.762, -0.821, 1.141], [-3.494, 0.079, 0.194], [-2.151, 0.455, -0.301], [-1.865, 1.951, -0.265], [-1.243, -0.406, -0.797], [-1.424, -1.873, -1.011], [-4.773, -1.023, 1.486], [-2.973, -1.457, 1.541], [-4.295, 0.681, -0.214], [-0.892, 2.162, -0.730], [-1.823, 2.318, 0.786], [-2.640, 2.538, -0.778], [-0.312, 0.001, -1.155], [-0.940, -2.487, -0.233], [-0.924, -2.172, -1.940], [-2.499, -2.120, -1.059]]
}



# 3
{
  "formula": "C8H15N3O2S",
  "method": "wB97M-V/def2-TZVPD",
  "homo_lumo_gap_ev": [6.18, 7.48],
  "homo_ha": [-0.244, -0.271],
  "e_above_lowest_kcal_mol": 44.9,
  "e_tot_ha": -1026.5971,
  "elements": ["C", "C", "C", "C", "C", "C", "C", "C", "N", "N", "N", "O", "O", "S", "H", "H", "H", "H", "H", "H", "H", "H", "H", "H", "H", "H", "H", "H", "H"],
  "xyz": [[-1.194, 0.972, 0.596], [-2.563, 0.938, 0.398], [1.141, 2.353, 0.022], [0.228, -0.975, 0.065], [-1.194, -2.550, 1.441], [1.715, -0.552, -2.106], [-0.864, -2.053, 0.058], [1.501, -1.194, -0.642], [-0.061, 0.229, 0.465], [2.224, 3.169, 0.390], [1.103, 1.131, 0.698], [0.449, 2.785, -0.878], [-4.882, 1.135, -0.565], [-3.720, 0.211, -0.657], [-0.914, 1.827, 1.263], [-3.072, 1.815, 0.898], [-2.177, -2.169, 1.810], [-0.346, -2.443, 2.158], [-1.360, -3.593, 1.308], [0.954, -0.883, -2.706], [2.678, -0.996, -2.497], [1.751, 0.519, -2.074], [-1.777, -1.825, -0.520], [-0.333, -2.831, -0.587], [2.347, -0.841, -0.027], [1.534, -2.338, -0.809], [2.836, 3.013, 1.181], [2.442, 3.963, -0.216], [1.554, 1.184, 1.536]]
}



# 4
{
  "formula": "C8H15N3O2S2",
  "method": "wB97M-V/def2-TZVPD",
  "homo_lumo_gap_ev": 9.78,
  "smiles": "CCCCCc1nnc(NS(C)(=O)=O)s1",
  "homo_ha": -0.343,
  "e_above_lowest_kcal_mol": 0.2,
  "e_tot_ha": -1424.9284,
  "elements": ["C", "C", "C", "C", "C", "C", "N", "N", "C", "N", "S", "C", "O", "O", "S", "H", "H", "H", "H", "H", "H", "H", "H", "H", "H", "H", "H", "H", "H", "H"],
  "xyz": [[4.055, -3.617, -1.449], [2.731, -4.015, -2.091], [1.554, -3.132, -1.673], [1.198, -3.227, -0.184], [1.812, -2.096, 0.655], [1.255, -0.781, 0.263], [1.874, 0.103, -0.424], [1.173, 1.200, -0.691], [-0.019, 1.172, -0.202], [-0.958, 2.143, -0.370], [-2.210, 2.358, 0.751], [-3.479, 1.282, 0.067], [-2.610, 3.720, 0.613], [-1.796, 1.871, 2.027], [-0.397, -0.293, 0.676], [4.869, -4.190, -1.887], [4.253, -2.560, -1.612], [4.046, -3.812, -0.380], [2.834, -3.950, -3.176], [2.506, -5.056, -1.844], [0.686, -3.433, -2.265], [1.779, -2.094, -1.925], [0.113, -3.184, -0.061], [1.536, -4.184, 0.215], [2.890, -2.057, 0.512], [1.596, -2.275, 1.710], [-0.629, 2.982, -0.823], [-3.699, 1.631, -0.932], [-3.103, 0.267, 0.064], [-4.351, 1.361, 0.704]]
}



# 5
{
  "formula": "C8H15N3O5",
  "method": "wB97M-V/def2-TZVPD",
  "homo_lumo_gap_ev": 9.78,
  "smiles": "C[C@@H](O)[C@H](NC(=O)[C@@H](N)CC(N)=O)C(=O)O",
  "homo_ha": -0.348,
  "e_above_lowest_kcal_mol": 38.4,
  "e_tot_ha": -854.3115,
  "elements": ["C", "C", "O", "C", "N", "C", "O", "C", "N", "C", "C", "N", "O", "C", "O", "O", "H", "H", "H", "H", "H", "H", "H", "H", "H", "H", "H", "H", "H", "H", "H"],
  "xyz": [[-3.077, -0.515, 1.366], [-2.834, -0.628, -0.142], [-4.074, -0.400, -0.843], [-1.801, 0.362, -0.629], [-0.486, 0.136, -0.053], [0.497, -0.820, -0.307], [0.267, -1.787, -0.988], [1.934, -0.412, 0.225], [2.786, -1.599, 0.336], [2.527, 0.511, -0.792], [3.881, 1.162, -0.298], [4.718, 0.362, 0.437], [4.110, 2.377, -0.480], [-2.300, 1.685, -0.073], [-1.671, 2.343, 0.780], [-3.510, 2.022, -0.515], [-2.217, -1.046, 2.032], [-3.311, 0.597, 1.765], [-4.130, -1.136, 1.366], [-2.462, -1.666, -0.400], [-4.739, -0.969, -0.536], [-1.677, 0.326, -1.761], [-0.168, 0.876, 0.471], [1.888, -0.056, 1.235], [2.480, -2.312, 1.011], [2.643, -2.036, -0.521], [1.738, 1.322, -0.952], [2.669, 0.047, -1.835], [4.522, -0.654, 0.417], [5.679, 0.677, 0.715], [-3.885, 1.231, -1.030]]
}



# 6
{
  "formula": "C8H15NO",
  "method": "wB97M-V/def2-TZVPD",
  "homo_lumo_gap_ev": 9.41,
  "smiles": "CN1[C@H]2CC[C@H]1CC(O)C2",
  "homo_ha": -0.312,
  "e_above_lowest_kcal_mol": 106.2,
  "e_tot_ha": -443.6719,
  "elements": ["C", "N", "C", "C", "C", "C", "C", "C", "O", "C", "H", "H", "H", "H", "H", "H", "H", "H", "H", "H", "H", "H", "H", "H", "H"],
  "xyz": [[-1.748, -1.214, -1.051], [-0.498, -0.526, -0.704], [-0.115, -0.566, 0.787], [-1.377, 0.007, 1.459], [-1.394, 1.293, 0.508], [-0.467, 0.923, -0.735], [1.118, 1.058, -0.642], [1.933, -0.271, -0.285], [3.185, 0.035, 0.241], [1.198, -1.303, 0.671], [-1.737, -2.291, -0.783], [-1.762, -1.126, -2.151], [-2.670, -0.724, -0.674], [0.449, 0.369, 1.028], [-2.283, -0.594, 1.399], [-1.167, 0.324, 2.481], [-0.987, 2.156, 1.064], [-2.433, 1.541, 0.177], [-0.734, 1.412, -1.689], [1.454, 1.563, -1.552], [1.398, 1.738, 0.180], [2.027, -0.819, -1.236], [3.712, 0.564, -0.414], [1.203, -2.326, 0.281], [1.696, -1.222, 1.640]]
}



# 7
{
  "formula": "C8H15NO",
  "method": "wB97M-V/def2-TZVPD",
  "homo_lumo_gap_ev": 8.84,
  "smiles": "CC(C)=C(C)C.CN=C=O",
  "homo_ha": -0.302,
  "e_above_lowest_kcal_mol": 65.0,
  "e_tot_ha": -443.7377,
  "elements": ["C", "C", "C", "C", "C", "C", "H", "H", "H", "H", "H", "H", "H", "H", "H", "H", "H", "H", "C", "N", "C", "O", "H", "H", "H"],
  "xyz": [[-0.749, -0.725, -2.617], [-0.158, -0.028, -1.476], [1.267, 0.436, -1.705], [-0.840, 0.226, -0.379], [-2.348, -0.195, -0.431], [-0.293, 1.116, 0.737], [-1.490, -1.520, -2.379], [0.093, -1.207, -3.148], [-1.268, 0.093, -3.324], [1.918, 0.316, -0.760], [1.046, 1.554, -1.603], [1.754, 0.180, -2.657], [-2.766, 0.276, -1.298], [-2.798, 0.130, 0.435], [-2.434, -1.267, -0.605], [-1.093, 1.387, 1.509], [-0.014, 1.948, 0.127], [0.553, 0.636, 1.339], [2.180, -0.625, 2.519], [0.964, -1.151, 1.974], [0.366, -2.173, 1.833], [-0.354, -3.027, 1.494], [3.134, -1.072, 2.050], [2.198, 0.481, 2.360], [2.292, -0.941, 3.555]]
}



# 8
{
  "formula": "C8H15NO2P2",
  "method": "wB97M-V/def2-TZVPD",
  "homo_lumo_gap_ev": 9.47,
  "smiles": "CP1CCC[P@@H]1=N[C@@H]1CCC(=O)O1",
  "homo_ha": -0.313,
  "e_above_lowest_kcal_mol": 0.0,
  "e_tot_ha": -1201.7108,
  "elements": ["C", "P", "C", "C", "C", "P", "N", "C", "C", "C", "C", "O", "O", "H", "H", "H", "H", "H", "H", "H", "H", "H", "H", "H", "H", "H", "H", "H"],
  "xyz": [[-0.174, -1.643, -1.238], [-0.967, -1.607, 0.444], [-2.774, -1.176, -0.152], [-3.357, -0.054, 0.686], [-2.424, 1.044, 0.487], [-0.730, 0.501, 0.856], [0.303, 1.562, 0.265], [1.644, 1.272, 0.600], [2.586, 1.372, -0.619], [3.493, 0.142, -0.487], [2.648, -0.740, 0.425], [2.820, -1.930, 0.482], [1.648, -0.084, 1.044], [0.023, -0.545, -1.289], [-0.913, -2.073, -1.943], [0.877, -2.097, -1.134], [-3.300, -2.083, -0.017], [-2.693, -0.820, -1.162], [-3.775, -0.275, 1.725], [-4.404, 0.196, 0.362], [-2.575, 1.274, -0.580], [-2.648, 1.991, 0.976], [-1.013, 0.493, 2.257], [2.169, 1.888, 1.389], [3.304, 2.187, -0.646], [2.030, 1.365, -1.513], [4.364, 0.321, 0.157], [3.837, -0.483, -1.375]]
}